# 1
Formula: C26H72N19O13P2
Source: the Open Molecules 2025 dataset
Level of theory: ωB97M-V with the def2-TZVPD basis set

For the max |F|, the calculation gives 9.337 eV/Å. The total energy comes out at -3734.84294 Ha. As for the orbital gap: 8.046 eV. The total charge is +1.

Structure (XYZ):
```
132
Properties=species:S:1:pos:R:3:forces:R:3
C 1.78405 5.89526 6.97015 0.10 0.45 -0.52
C 0.59902 6.26969 5.88831 0.96 -0.51 -0.70
C 0.65848 5.12965 4.69933 -1.29 -0.37 -0.92
C -0.84739 4.53938 4.28529 0.75 -0.62 -0.27
C -0.61784 3.61303 2.94590 -0.19 0.95 -0.43
C -1.96976 2.87407 2.38366 0.03 -0.55 0.67
C -2.26516 1.39769 3.04218 0.34 -0.29 -0.73
C -0.96448 0.39098 2.87013 -0.42 -0.14 1.76
C -1.42816 -1.19655 2.76015 1.31 0.27 -0.76
C -1.75309 -1.64883 1.19047 -0.38 -1.15 1.06
C -0.33463 -2.09088 0.50514 0.18 1.75 3.19
N -0.40316 -2.42679 -0.97264 -1.72 -1.56 -0.22
C -1.09582 -1.37363 -1.80028 -1.29 3.20 -0.75
C -0.68216 0.17679 -1.46794 -1.83 1.26 0.08
O 0.67806 0.56498 -1.87021 -0.94 1.65 -2.09
C 0.68828 1.77823 -2.70556 -1.94 5.30 3.36
O 0.22288 2.94775 -2.21832 2.95 -8.14 -3.50
C -1.36859 -3.61824 -1.15404 -1.76 -4.68 -0.70
C -0.64259 -5.01404 -0.58564 1.20 2.27 0.85
C 0.90847 -4.58535 -1.03934 -1.72 -1.69 -0.88
P 2.21846 -5.37746 0.08696 2.86 0.05 -1.28
N 3.74744 -5.27310 -0.42944 -2.20 0.68 -0.41
C 0.95599 -2.96765 -1.38028 3.90 -1.53 -0.59
N 2.22062 -2.32781 -0.85857 -2.08 -0.05 0.12
P 1.37867 -3.04204 -3.28250 -1.71 -0.72 -5.72
O 0.18491 -3.58294 -4.16429 3.17 1.79 3.36
O 2.77719 -4.01433 -3.63866 -2.29 3.27 0.49
O 1.73933 -1.42002 -3.91202 -1.21 -2.61 0.97
H 1.42807 6.21568 8.03856 1.01 -0.64 -1.92
H 2.75661 6.46955 6.60475 -2.17 -1.22 1.19
H 2.06524 4.74278 6.94102 -0.92 2.38 0.22
H -0.47247 6.35346 6.37282 2.17 -0.39 -0.98
H 0.85677 7.30864 5.37700 -0.61 -2.10 1.24
H 1.30300 4.18093 4.97671 -1.20 2.05 -0.29
H 1.11066 5.53874 3.67571 -0.84 -0.63 2.33
H -1.25777 3.81150 5.13565 0.75 1.82 -1.64
H -1.61417 5.42810 4.06990 1.63 -2.03 0.51
H -0.25386 4.34578 2.08663 -0.67 -1.48 1.72
H 0.28479 2.89354 3.16174 -1.82 1.14 -0.44
H -2.89699 3.57146 2.65254 2.05 -1.45 -0.88
H -1.93742 2.71099 1.20757 0.10 0.59 2.86
H -2.55849 1.44131 4.18372 0.51 -0.10 -2.42
H -3.16001 0.90790 2.43792 1.64 1.12 1.42
H -0.21740 0.71974 2.02781 -1.52 -0.69 1.32
H -0.36221 0.47704 3.89672 -1.07 -0.21 -2.32
H -0.46548 -1.82359 3.07926 -2.19 1.04 -0.47
H -2.33158 -1.46157 3.46478 1.85 0.70 -1.49
H -2.34983 -0.81631 0.62543 1.25 -1.58 1.06
H -2.42153 -2.63158 1.28087 1.29 2.22 -0.40
H 0.42252 -1.18835 0.69881 -1.62 -1.98 -0.86
H 0.09528 -2.98237 1.17473 -0.99 1.68 -2.03
H -1.02741 -1.50960 -2.95966 0.31 -0.45 2.35
H -2.25883 -1.46298 -1.54204 2.73 0.35 -0.49
H -1.41932 0.85843 -2.11460 1.21 -1.65 1.52
H -0.87160 0.50712 -0.34767 0.49 -0.92 -2.28
H 1.17370 1.68001 -3.79029 -0.90 0.04 2.62
H -2.46338 -3.50855 -0.75457 2.47 0.55 -0.25
H -1.57703 -3.95573 -2.28043 1.11 1.63 2.06
H -0.57103 -5.05338 0.59281 -0.75 0.05 -2.27
H -1.06183 -6.02633 -1.02677 1.07 2.26 0.56
H 1.02008 -5.18588 -2.03767 0.18 1.12 1.65
H 1.91400 -6.81052 0.19102 -0.69 1.37 0.30
H 2.14109 -4.79191 1.41858 -0.77 -0.55 -0.65
H 3.72801 -4.72780 -1.31839 0.35 -0.49 0.82
H 2.30953 -1.31959 -1.10714 -0.25 -1.03 0.30
H 2.39237 -2.50240 0.15347 -0.16 0.28 -1.17
H 3.21656 -3.58933 -4.45682 -0.29 -0.45 1.34
H 0.99854 -1.20981 -4.55514 1.16 -0.80 1.05
C 5.99243 -3.21306 -5.90128 0.13 -0.15 0.01
O 4.93273 -2.77393 -5.48326 -0.85 0.13 0.24
N 6.59578 -4.28936 -5.36540 0.08 -0.98 0.78
N 6.65166 -2.65990 -6.93524 0.12 0.89 -0.93
H 7.46832 -4.66575 -5.69583 -0.16 0.09 0.07
H 6.13257 -4.73590 -4.58477 0.24 0.12 -0.24
H 6.23169 -1.84738 -7.36751 0.21 -0.31 0.13
H 7.52516 -3.00711 -7.29381 -0.16 0.07 0.10
C -0.09583 -8.17385 -3.29349 0.57 -0.73 -0.06
O -0.73284 -7.71433 -2.35882 -0.57 0.76 0.85
N 0.76282 -9.19993 -3.15390 -0.10 -0.42 1.01
N -0.19555 -7.69519 -4.54672 -0.54 0.89 -0.98
H 1.29615 -9.59200 -3.91154 0.23 0.00 -0.09
H 0.86756 -9.58980 -2.22633 -0.13 0.21 -0.34
H -0.83121 -6.92235 -4.69533 0.29 -0.28 0.01
H 0.32058 -8.06031 -5.32929 0.02 -0.03 0.20
C -3.89651 3.07671 -0.88735 0.36 0.27 0.18
O -3.48475 3.43315 0.20533 -0.43 0.23 -0.21
N -5.18630 2.76854 -1.11347 -1.53 -0.32 0.26
N -3.09726 2.96017 -1.96311 0.87 -0.26 -0.41
H -5.54421 2.47323 -2.00614 0.09 0.10 0.15
H -5.82176 2.84311 -0.32990 0.21 -0.03 -0.30
H -2.11861 3.18270 -1.83603 -0.27 0.08 -0.19
H -3.41775 2.66833 -2.87098 0.21 0.19 -0.03
C -5.98342 2.09384 4.62880 0.46 0.07 -0.32
O -5.27446 1.14730 4.32548 0.15 -0.43 -0.05
N -5.72423 3.35304 4.23275 0.48 0.72 -0.54
N -7.08729 1.96233 5.38630 -1.19 -0.70 0.89
H -6.29620 4.14528 4.47230 0.24 0.04 -0.06
H -4.90225 3.49585 3.66065 -0.31 0.09 0.21
H -7.31845 1.03065 5.70559 0.07 0.41 -0.11
H -7.68367 2.72964 5.64648 0.15 -0.13 -0.06
C 5.15251 8.13856 5.90206 -0.47 -0.27 -0.14
O 4.15020 7.51599 5.58846 0.04 0.05 -0.19
N 5.10359 9.33029 6.52416 -0.53 1.20 0.62
N 6.39563 7.68855 5.65352 1.10 -0.86 -0.47
H 5.91784 9.85785 6.79036 -0.16 -0.11 -0.05
H 4.18677 9.70507 6.72989 0.38 -0.13 -0.06
H 6.47712 6.79489 5.18646 -0.01 0.36 0.19
H 7.23300 8.18667 5.90415 -0.18 -0.10 -0.04
C -1.85728 2.06394 -5.62507 -0.59 0.65 -0.01
O -2.49429 2.52346 -4.69039 -0.02 -0.17 0.13
N -0.99862 1.03786 -5.48547 1.04 -1.28 0.70
N -1.95699 2.54260 -6.87829 -0.36 0.64 -0.79
H -0.46530 0.64579 -6.24311 -0.13 0.06 0.07
H -0.89388 0.64798 -4.55791 -0.15 0.11 -0.44
H -2.59265 3.31543 -7.02690 0.24 -0.27 0.02
H -1.44087 2.17748 -7.66087 -0.10 0.08 0.13
C 3.39906 -10.74443 -5.31458 0.23 -0.27 -0.07
O 2.52261 -9.94562 -5.02423 -0.13 0.28 -0.34
N 4.16229 -10.61863 -6.41516 0.32 0.63 -1.01
N 3.68001 -11.82200 -4.55990 -0.20 -0.69 0.98
H 4.88873 -11.26597 -6.67090 -0.15 0.11 0.07
H 3.98342 -9.82082 -7.01086 0.11 -0.33 0.19
H 3.12845 -11.95406 -3.72219 0.26 -0.04 -0.31
H 4.39781 -12.49087 -4.78239 -0.14 0.13 0.04
C -4.56127 7.58174 3.94764 -0.26 -0.42 0.07
O -5.23112 6.58153 4.15118 -0.17 -0.28 0.05
N -4.27604 8.02680 2.71063 0.01 0.08 -1.42
N -4.04838 8.32835 4.94220 0.30 0.45 1.33
H -3.72625 8.84820 2.52301 -0.10 -0.18 0.05
H -4.64319 7.49353 1.93334 0.19 0.21 0.27
H -4.23952 8.02804 5.88914 0.11 0.14 -0.36
H -3.49455 9.15515 4.79456 -0.10 -0.18 0.02
```
Forces are in eV/Å.

# 2
Formula: C26H72N2O28
Source: the Open Molecules 2025 dataset
Level of theory: ωB97M-V with the def2-TZVPD basis set

For the max |F|, the calculation gives 3.450 eV/Å. The total energy comes out at -3249.70309 Ha. As for the orbital gap: 9.605 eV. The total charge is 0.

Structure (XYZ):
```
128
Properties=species:S:1:pos:R:3:forces:R:3
C -4.49657 3.10185 1.52566 1.66 1.23 -1.35
O -4.91525 2.42713 2.63911 -1.15 -1.07 1.28
H -5.20492 3.76570 1.02810 -0.40 -0.04 0.24
H -3.64839 3.71252 1.84059 0.20 0.37 -0.47
H -4.11248 2.43486 0.75347 -0.16 -0.32 0.16
H -5.04274 3.08542 3.32624 -0.18 -0.16 0.14
C -1.51600 1.63262 3.29725 -0.39 -0.97 1.21
O -0.69414 2.75882 3.04446 -0.58 0.38 -0.27
H -2.56848 1.86810 3.46037 -0.17 0.36 -0.83
H -1.40541 0.86490 2.53256 0.11 0.15 0.05
H -1.26740 1.24094 4.28496 0.52 -0.57 -0.15
H -1.14460 3.42713 3.56700 0.56 0.59 -0.13
C 2.84492 1.36191 2.31547 -1.01 1.29 -0.01
O 1.76944 1.49776 3.28734 1.45 -0.82 -0.18
H 3.27573 0.36436 2.23598 -0.45 -0.14 0.33
H 2.40030 1.66970 1.36860 0.37 -0.37 -0.37
H 3.64637 2.06857 2.53382 0.11 -0.03 0.21
H 1.12198 2.13396 2.97224 -0.23 0.12 0.03
C 2.03657 -1.92433 4.60603 -0.68 0.84 0.59
O 1.00947 -0.91845 4.32255 0.79 -1.95 0.02
H 2.63120 -2.20814 3.73780 0.08 0.33 -0.05
H 2.65298 -1.51641 5.40784 0.49 -0.06 -0.21
H 1.63525 -2.84914 5.02020 -0.66 0.22 -0.19
H 1.50428 -0.18471 3.94221 -0.33 0.60 -0.05
C 5.06140 -0.22915 -0.22582 -0.44 -0.48 -1.21
O 6.23377 0.01182 0.49702 0.69 0.21 0.53
H 5.22578 -0.13005 -1.29937 -0.07 0.30 -0.07
H 4.81449 -1.28622 -0.12482 -0.32 0.09 0.45
H 4.24440 0.42567 0.07823 -0.19 -0.21 0.05
H 6.60026 0.83584 0.16785 0.20 0.01 0.22
C 3.46478 -1.90330 -2.93836 0.20 0.26 0.02
O 3.94589 -0.60056 -3.25367 0.04 -0.50 0.37
H 4.19756 -2.40466 -2.30572 0.21 -0.07 -0.23
H 2.54584 -1.89840 -2.35048 -0.20 0.29 -0.05
H 3.29415 -2.46960 -3.85474 0.04 -0.24 0.01
H 3.16719 -0.06088 -3.42111 -0.14 0.17 -0.14
C 5.73120 -2.81020 2.53152 0.44 0.48 -1.09
O 5.38312 -1.47582 2.86850 -0.38 -0.34 0.92
H 6.08798 -3.43824 3.34764 -0.28 0.46 0.45
H 4.89897 -3.30735 2.03125 -0.05 -0.22 -0.01
H 6.56804 -2.73104 1.83602 0.06 -0.45 -0.22
H 5.59355 -0.92024 2.11332 0.29 0.16 -0.07
C 3.06287 -5.12034 3.68042 0.92 0.03 0.48
O 2.96332 -5.30073 2.29734 -0.39 -0.03 -1.08
H 3.78164 -4.31105 3.80964 -0.24 0.16 0.21
H 2.11564 -4.87458 4.15980 0.04 -0.12 0.02
H 3.54818 -5.99684 4.11216 -0.31 -0.15 0.41
H 2.23160 -5.89449 2.11172 -0.01 -0.11 0.05
C -3.28386 1.88276 -2.99278 -0.16 0.60 -0.40
O -3.10438 2.88426 -2.01652 -0.15 -0.15 0.58
H -4.34700 1.65394 -3.06226 0.07 -0.16 0.17
H -2.99009 2.31049 -3.95252 0.12 -0.40 -0.32
H -2.69816 0.98958 -2.77207 -0.07 -0.20 -0.09
H -2.15877 3.04930 -1.97597 0.20 0.34 0.05
C -1.64697 -3.41999 2.46566 -0.30 0.62 0.83
N -1.10522 -4.73587 2.83879 1.58 -0.46 -0.26
O -0.46659 -4.76299 3.90293 -1.17 -0.70 -1.66
O -1.23851 -5.66401 2.03062 0.28 0.79 1.41
H -0.95546 -2.69242 2.88921 -0.05 0.02 -0.17
H -2.56181 -3.36659 3.05614 -0.24 0.21 -0.36
H -1.79039 -3.28246 1.39549 -0.08 -0.43 0.20
C -0.18771 -5.80321 -1.23168 0.27 0.31 0.02
N -1.36732 -5.19033 -1.91752 -0.73 -1.29 -1.29
O -2.07718 -5.94163 -2.60124 0.80 1.12 1.15
O -1.48268 -3.98152 -1.86463 0.04 -0.33 0.19
H 0.64074 -5.29997 -1.72965 0.19 -0.12 0.28
H -0.12250 -6.88096 -1.37066 -0.41 0.22 -0.21
H -0.21869 -5.56023 -0.17021 -0.12 0.16 -0.15
C -3.15384 9.01297 2.60713 0.31 0.39 -0.53
O -2.07121 8.23604 2.06380 -0.03 -0.60 0.48
C -2.35350 7.05108 1.52227 -1.38 -1.42 -1.50
O -3.44900 6.61890 1.14873 1.85 1.21 1.22
O -1.19400 6.38955 1.34622 0.05 0.16 1.10
C -1.18965 5.12994 0.67370 -0.67 0.09 -2.07
H -2.67052 9.81610 3.16230 0.03 -0.15 0.01
H -3.80029 8.44910 3.27850 0.02 -0.16 -0.29
H -3.68227 9.46384 1.76751 -0.38 -0.17 0.21
H -0.91578 5.36651 -0.35511 0.29 -0.11 -0.05
H -2.17463 4.68398 0.53685 -0.13 0.18 0.62
H -0.49498 4.36883 1.02594 0.05 0.63 0.76
C 2.31649 2.85950 -1.37669 -0.13 -2.14 1.01
O 2.02044 3.48841 -2.57347 -2.11 2.12 -1.03
C 0.73163 3.94685 -2.74768 -0.35 -0.78 -0.76
O -0.31016 3.67983 -2.13787 2.71 0.43 -0.61
O 0.78582 4.67337 -3.88435 0.60 -0.42 1.54
C -0.34346 5.36574 -4.36936 -0.47 0.24 -0.69
H 3.34306 2.49384 -1.39062 0.18 0.62 -0.22
H 1.76336 1.91903 -1.37395 -0.33 0.04 0.62
H 2.12796 3.46559 -0.49083 -0.07 0.07 -0.11
H -0.38738 5.05911 -5.41438 -0.48 0.11 0.00
H -0.16328 6.44060 -4.35364 0.21 -0.05 0.18
H -1.28100 5.17184 -3.84917 0.20 -0.36 0.09
C -0.46695 -1.21666 -3.62239 -0.96 -0.48 1.06
O -0.34341 -0.26816 -4.69377 -1.71 -2.16 0.31
C 0.62746 0.55553 -4.65066 2.77 1.52 1.39
O 1.53539 0.55364 -3.81758 -0.91 0.26 -1.00
O 0.45742 1.44524 -5.60499 -0.59 0.05 -0.46
C 1.43912 2.40681 -5.93103 0.92 0.31 -0.25
H 0.15840 -1.03477 -2.74891 0.39 0.37 -0.44
H -0.36372 -2.26432 -3.90360 0.40 0.28 -0.68
H -1.49138 -1.15567 -3.25423 -0.11 0.23 -0.22
H 2.00396 2.06064 -6.79689 -0.08 -0.11 -0.05
H 2.15653 2.60090 -5.13421 -0.30 -0.09 0.20
H 0.92364 3.32408 -6.21223 -0.03 -0.14 0.15
C -1.05993 0.87721 -0.35563 1.21 0.13 -0.41
O -0.75703 -0.42545 0.13663 0.38 -2.13 1.07
C 0.49847 -0.95035 0.19738 1.59 2.01 -0.42
O 1.51191 -0.35484 -0.20316 -2.31 -1.47 0.70
O 0.50291 -2.16828 0.79682 -1.50 2.20 -0.95
C 1.71680 -2.85505 0.82880 0.97 -1.64 -0.61
H -0.70888 0.91658 -1.38710 -0.24 0.28 -0.11
H -0.52769 1.64899 0.20096 0.02 -0.04 0.13
H -2.13318 1.04057 -0.26929 0.11 -0.26 -0.04
H 1.45570 -3.91289 0.85724 -0.16 0.07 0.60
H 2.35542 -2.61889 1.67885 -0.17 0.25 -0.11
H 2.26443 -2.82827 -0.11378 0.12 0.78 0.02
C -5.53362 -6.28910 -0.58730 -2.79 0.06 0.22
O -4.67231 -5.22140 -0.39372 1.90 0.74 -0.18
C -4.77853 -4.07136 -1.06352 -1.86 0.38 -2.03
O -5.51890 -3.79424 -2.00228 0.76 -0.96 1.32
O -3.95625 -3.21836 -0.52185 0.91 0.88 1.73
C -3.90398 -1.85378 -0.96151 1.05 -0.52 -1.30
H -5.11185 -7.29291 -0.59875 0.65 0.47 -0.01
H -6.21988 -6.15427 -1.42393 0.53 0.06 -0.50
H -6.21995 -6.17501 0.25352 -0.08 -0.77 0.28
H -3.15036 -1.32865 -0.37539 -0.54 -0.19 0.74
H -4.86472 -1.34976 -1.05459 0.02 -0.26 0.26
H -3.38998 -1.89110 -1.92313 -0.51 0.14 -0.46
```
Forces are in eV/Å.